C4H26N2O8 | the ωB97M-V functional and the def2-TZVPD basis

XYZ file:
```
40
Properties=species:S:1:pos:R:3:forces:R:3
O 3.411801 1.408539 -0.995077 0.4 -1.9 -0.7
O 1.473145 1.055038 3.100097 0.7 0.0 -0.5
H -0.598521 -0.661554 1.103865 0.0 0.0 -0.1
H 0.504241 -3.382391 0.734892 0.0 -0.1 0.1
O -3.310176 -2.634889 -2.417466 -0.2 -0.6 0.6
H -2.268257 -0.370868 -0.759674 0.0 0.2 0.4
N 0.770223 1.673759 -1.926499 -0.6 -0.8 -0.2
H -0.756340 0.839578 0.370133 -0.1 0.3 0.4
C 0.658938 0.240192 -1.803592 1.2 -0.9 1.1
H 1.910864 0.890409 2.232132 -0.5 0.0 0.0
H 3.979270 1.907894 -0.424711 -0.4 1.1 0.0
O -3.129288 -0.211853 -1.194044 0.2 0.0 0.1
H -2.530324 2.774406 -0.083779 0.1 -0.1 0.4
H -2.988388 0.645326 -1.606050 -0.1 0.1 0.0
O -1.844058 1.680474 2.055655 -2.5 4.3 -2.5
H 0.389921 1.825626 -2.853004 0.2 0.6 -0.2
O -0.936210 -0.000710 2.946932 3.4 -4.8 3.2
H 0.049110 0.161555 3.039609 -0.3 0.5 -0.4
H 2.780462 -0.035512 0.209654 0.1 0.5 0.1
H 3.846792 -0.411961 1.217634 0.9 -0.4 0.2
C 1.139350 -2.750765 0.112106 -0.8 -0.9 -0.4
H 1.809640 -3.424605 -0.424195 0.2 0.0 0.3
C 0.280173 -2.044015 -0.976216 1.1 0.6 0.5
H -3.178976 -1.828371 -1.877651 -0.1 0.0 -0.8
H 1.284376 -0.351983 -2.463495 -0.1 0.6 -0.6
H 2.643746 1.770115 -1.462836 -0.1 1.0 0.4
H -1.072670 -0.412568 3.811431 -0.5 -0.2 -0.1
H -0.733966 -2.436030 -1.037517 -0.1 0.0 0.3
H -2.748502 1.886027 2.304204 0.0 0.1 -0.1
H 2.258768 0.907888 3.633486 -0.2 0.0 0.7
H 0.115847 2.133841 -1.297242 0.1 -0.1 0.1
O -1.874710 2.564759 -0.753860 0.1 -1.1 0.8
H -2.896598 -2.535101 -3.272637 0.2 0.4 0.0
N -0.627908 -0.147185 0.238793 0.5 0.0 -0.5
H -1.504092 1.051572 2.694281 -0.3 0.3 0.5
C 0.235298 -0.533965 -0.784963 -1.3 -0.3 -1.1
H 1.712458 -2.137169 0.798540 0.0 0.4 -0.3
H 0.728479 -2.271345 -1.942763 0.0 0.2 0.0
O 2.975391 -0.052410 1.165342 -0.8 -0.1 -0.1
H -1.959312 3.218254 -1.411512 -0.2 1.3 -1.3
```
Positions in Å, forces in eV/Å.

Results
Highest occupied orbital energy in eV: -7.6
Relative energy (zero: lowest compared OMol25 entry of this formula, charge and spin) in kJ/mol: 121.2
Orbital gap in eV: 7.85
Spin multiplicity: 1

***

C6H2Cl5NiO8P2 | the ωB97M-V functional and the def2-TZVPD basis

XYZ file:
```
24
Properties=species:S:1:pos:R:3:forces:R:3
C -0.926226 2.401748 1.940476 0.1 -0.3 0.5
P -0.139439 -3.246602 -0.440363 -0.3 -0.3 0.4
Cl -1.737798 3.809755 -2.241364 0.0 -0.1 -0.2
Cl 0.436206 0.205260 1.047328 -0.1 0.4 0.4
Ni 0.466411 -0.336799 -1.307289 -0.4 -0.4 0.5
C -0.806568 2.008472 -0.452403 -0.3 1.5 -0.7
O -0.253939 -3.529490 1.004063 -0.4 0.0 -0.4
O 3.700279 -3.283957 -1.685632 0.0 0.9 0.2
C -0.465314 1.695077 0.850769 0.2 -1.1 0.3
O -0.596521 -1.948445 -1.052736 -0.4 1.2 -0.2
Cl -2.890342 5.387879 0.103509 0.2 0.0 0.6
H -0.589986 -5.216736 -1.341602 -0.1 0.6 0.2
Cl -0.617258 1.856586 3.539469 0.2 -0.1 0.1
O 1.380927 -3.390837 -0.862878 1.2 -0.6 -0.3
C -1.924791 3.987135 0.450362 -0.2 -0.2 -0.5
O 2.182772 -1.080978 -1.352608 1.2 -1.1 -0.4
C -1.469847 3.274880 -0.636002 0.2 -0.9 0.3
P 2.704540 -2.479758 -0.953412 -0.9 0.5 0.8
O 3.120893 -2.206617 0.618755 0.1 -0.6 -1.1
O -0.513490 1.291000 -1.470450 0.2 -0.3 -0.7
O -0.880171 -4.291017 -1.428058 0.3 -0.7 0.2
H 3.707017 -2.934460 0.873294 -0.1 0.2 0.1
Cl -2.207005 4.503033 3.041036 -0.3 0.2 0.8
C -1.680339 3.524861 1.755735 -0.3 1.2 -0.9
```
Positions in Å, forces in eV/Å.

Results
Highest occupied orbital energy (spin up / spin down) in eV: -6.0 / -6.1
Relative energy (zero: lowest compared OMol25 entry of this formula, charge and spin) in kJ/mol: 0.0
Orbital gap (spin up / spin down) in eV: 8.32 / 8.23
<S²>: 2.004
Spin multiplicity: 3
Charge: -1

***

C2H3N5O | the ωB97M-V functional and the def2-TZVPD basis

XYZ file:
```
11
Properties=species:S:1:pos:R:3:forces:R:3
N -0.196342 1.631785 -0.051087 1.7 -1.2 0.3
N -0.853972 0.474059 -0.160066 -5.2 2.5 0.6
H -2.977546 1.179787 -0.223265 1.9 -1.6 0.8
H 2.834466 -0.371373 0.743036 -1.5 -2.8 -3.7
C -2.261191 0.250251 -0.011344 -4.3 -0.8 -1.4
N -0.236514 -0.589842 -0.023734 5.4 -3.6 0.6
N 1.059013 1.239071 0.080058 -1.5 -0.3 0.5
H 2.207173 -1.924332 -0.452184 -0.4 3.7 1.8
C 1.021860 -0.165903 0.135979 -1.7 1.0 -2.7
O -2.762388 -0.882820 0.100665 2.1 3.9 0.0
N 2.165445 -0.840687 -0.138058 3.4 -0.9 3.3
```
Positions in Å, forces in eV/Å.

Results
Highest occupied orbital energy in eV: -9.4
Relative energy (zero: lowest compared OMol25 entry of this formula, charge and spin) in kJ/mol: 381.7
Orbital gap in eV: 9.14
Spin multiplicity: 1

***

C17H13Cl2N3O5STeW | the ωB97M-V functional and the def2-TZVPD basis

XYZ file:
```
43
Properties=species:S:1:pos:R:3:forces:R:3
H -15.560189 16.424819 -9.879482 0.6 -0.6 -0.3
Cl -15.976819 8.132048 -13.612593 0.4 -0.1 0.0
O -13.849592 11.678472 -6.038523 0.9 -1.4 -1.1
C -15.255585 13.677091 -9.924581 0.0 0.0 1.4
N -13.597573 12.122203 -9.198464 0.4 -2.2 0.6
C -10.406018 4.933340 -8.346157 1.3 1.8 -1.1
C -15.279317 8.902221 -9.123048 -2.4 -0.4 -3.3
C -14.127460 8.343653 -9.989982 -0.8 0.6 -0.8
H -10.029811 7.041070 -8.575053 -0.1 0.5 0.1
C -10.633464 6.290601 -8.100230 0.5 -1.4 -0.1
H -12.396438 12.879587 -5.197701 -0.2 -0.2 0.2
C -14.917499 12.449651 -9.357535 1.2 2.0 -0.9
H -11.588192 12.554962 -9.838995 -1.1 0.3 0.7
C -14.389530 8.273292 -11.395454 0.6 -0.2 -2.8
H -11.278095 3.044892 -7.754375 -0.1 -0.3 0.1
O -11.783314 11.755485 -6.750895 -0.2 -1.7 -1.6
Te -12.054092 8.335226 -6.137690 -0.1 -1.0 -0.6
Cl -17.769081 10.016439 -9.064753 -0.2 0.4 0.5
C -12.670804 12.113625 -5.928927 -1.0 0.9 0.1
H -16.325386 13.858777 -9.972535 0.2 0.3 -0.2
C -16.778092 8.840492 -11.206954 0.4 0.2 2.8
N -12.928166 8.820484 -9.450700 0.7 2.0 1.6
W -13.053812 10.283526 -7.857021 -2.1 1.1 -0.6
H -13.516393 8.327420 -12.117614 -1.2 -0.4 0.9
C -12.630075 12.927427 -9.701959 -0.6 1.6 -0.5
O -11.400398 10.320504 -9.276391 0.2 1.9 3.1
C -15.667407 8.338979 -11.931231 1.5 0.2 0.0
H -17.800283 8.908387 -11.641306 1.1 0.2 0.4
H -15.674853 11.759957 -9.032494 0.0 -0.1 0.1
C -14.281629 14.744699 -10.039121 -1.0 -1.5 -0.4
N -14.653979 16.051478 -10.185593 1.3 -0.5 0.5
H -11.194743 8.876965 -10.722637 -0.7 0.9 0.3
O -15.101638 9.648264 -8.088260 5.2 3.0 3.0
H -12.112087 14.932990 -10.114121 0.2 0.1 -0.7
C -11.242049 4.113560 -7.655736 -1.2 -0.7 0.6
O -14.860187 7.583185 -9.096701 -0.2 -1.2 0.6
H -13.863182 16.697431 -10.098069 -0.8 -0.1 -0.2
C -16.493504 9.251335 -9.902930 -1.7 -1.6 -1.7
C -12.940751 14.245194 -10.091223 -0.2 -0.4 1.2
C -11.817954 9.359691 -9.917064 -0.3 -3.6 -2.7
H -9.626960 4.612130 -9.028416 -0.2 -0.2 0.1
C -11.609027 6.453007 -7.110828 -1.1 2.0 0.3
S -12.358907 4.945815 -6.674610 0.5 0.3 0.3
```
Positions in Å, forces in eV/Å.

Results
Highest occupied orbital energy (spin up / spin down) in eV: -13.8 / -13.8
Relative energy (zero: lowest compared OMol25 entry of this formula, charge and spin) in kJ/mol: 172.6
Orbital gap (spin up / spin down) in eV: 4.60 / 3.87
<S²>: 2.076
Spin multiplicity: 3
Charge: +2

***

ClH3N2S2 | the ωB97M-V functional and the def2-TZVPD basis

XYZ file:
```
8
Properties=species:S:1:pos:R:3:forces:R:3
N 1.004465 0.624008 -0.784870 -1.9 -0.8 1.2
Cl 2.403766 0.493010 0.220900 0.2 -0.1 -0.6
H -1.872320 1.681924 1.215440 -0.5 -0.3 -0.8
H 1.030674 0.024961 -1.611995 0.8 -0.2 0.3
S -0.682198 -1.632564 -0.119386 0.4 -1.3 1.0
S -1.540996 1.060688 -0.033525 -1.6 2.1 1.3
H -0.168873 -2.254766 1.041299 -0.4 0.7 -1.1
N -0.174517 0.002741 0.072139 3.0 -0.1 -1.3
```
Positions in Å, forces in eV/Å.

Results
Highest occupied orbital energy (spin up / spin down) in eV: -5.6 / -9.7
Relative energy (zero: lowest compared OMol25 entry of this formula, charge and spin) in kJ/mol: 222.8
Orbital gap (spin up / spin down) in eV: 6.23 / 6.64
<S²>: 2.008
Spin multiplicity: 3

***

C16H48F6NO22S2 | the ωB97M-V functional and the def2-TZVPD basis

XYZ file:
```
95
Properties=species:S:1:pos:R:3:forces:R:3
S -0.892373 0.965394 0.258017 -3.3 2.1 -0.8
C 0.505053 2.813777 -3.638524 0.4 -0.7 0.1
H 5.254759 2.073761 -3.630626 -0.3 0.2 0.2
H -2.866532 0.368797 -3.430215 -0.2 0.2 -0.3
O -2.045347 0.392087 0.940747 1.0 0.3 -0.2
O 1.802104 -5.601335 -0.409325 -0.1 0.0 0.1
O 1.199114 -1.784335 1.570621 0.0 0.9 -0.4
H 7.276670 -1.436276 0.934038 -0.2 -0.1 0.0
H 1.811137 1.805607 1.096403 1.0 0.5 0.2
O 1.930273 3.825402 3.235864 -0.1 0.3 0.6
C 2.240106 -0.843650 -0.735767 -1.5 -0.1 1.0
H 1.175386 0.402230 2.627020 0.2 0.3 0.8
H -1.701733 -2.995485 -2.613351 0.1 0.0 0.1
H 1.209148 5.816770 -1.143053 -0.1 -0.1 -0.1
H -1.918437 -7.009374 -1.422643 -0.3 0.2 -0.2
O -1.464592 -4.630892 3.110139 -0.2 -0.6 -0.3
F -1.115417 3.106320 1.940555 0.1 -0.1 -0.3
H -3.593226 6.988999 1.943074 0.1 0.4 -0.3
O -0.927728 0.953421 -1.189126 0.2 0.0 0.5
H -1.504465 -2.039047 2.009547 -0.1 0.3 0.0
H -0.232739 3.587579 -3.436613 0.0 0.1 -0.5
H -3.520829 -1.829798 4.342921 -0.4 -0.4 -0.4
F -0.070725 3.515265 0.064792 0.0 0.0 0.2
H 5.360999 0.413711 -3.995395 -0.3 -0.4 0.2
H 2.460212 -2.017542 2.790885 0.3 0.2 0.4
H 4.215564 0.957644 -2.707356 -0.1 -0.1 -0.1
C -3.009369 -1.432701 3.462509 0.5 1.1 1.0
H -3.503742 5.301177 1.775389 0.3 -0.3 -0.2
C -1.177496 -6.370582 -1.903403 -0.7 0.5 1.0
O 3.064648 -1.959296 3.554745 -0.1 -0.3 0.0
O 1.486670 0.727740 3.491873 -0.3 -0.1 0.0
C -1.289117 -3.355804 3.693149 -1.0 1.0 -0.3
O -5.700757 -0.509348 -1.205764 0.1 0.6 -0.5
H -3.670380 -0.877698 2.800408 -0.2 -0.5 -0.2
C -3.116162 6.221774 1.325122 -0.4 -0.5 0.9
H -1.344313 5.799749 2.087295 0.0 0.0 0.1
H -4.326218 -1.141496 0.268211 0.3 0.7 -0.2
F -2.211149 3.287986 0.092715 -0.1 -0.3 -0.1
H 3.015996 -2.824572 3.971718 0.1 0.0 -0.1
O 6.974326 -0.377035 2.707945 -0.1 -0.2 0.2
F 2.080890 0.247487 -1.459790 0.2 0.3 -0.4
H -0.220186 5.819984 -0.610948 0.0 0.1 0.1
O 0.037829 -6.702437 -1.257231 0.5 -0.9 -0.3
C -1.346871 -4.853650 -1.556004 -0.3 -1.2 -2.1
O -1.704623 6.314801 1.356594 -0.1 0.0 -0.5
H -1.193560 -6.541817 -2.980847 0.5 -0.1 0.0
C -4.629410 -1.315180 -0.767333 -0.6 -1.4 0.8
O 2.695597 2.224121 1.222277 -0.2 -0.1 -0.6
H 2.978383 2.457625 0.330864 -0.1 -0.1 0.0
F 3.322391 -0.744985 0.004185 0.4 -0.1 -0.1
O -0.344786 5.290526 3.835289 -0.5 0.3 0.2
H -2.757045 -1.246045 -4.192754 -0.2 0.1 0.0
C -2.140411 -2.454268 2.787181 -0.2 0.3 -0.3
H -0.837763 -4.218765 -3.524709 -0.4 -0.2 -0.4
C -1.080109 2.841132 0.625408 0.6 -0.7 0.2
H -2.110894 -4.785199 -0.781900 0.4 0.6 0.3
N 0.502588 0.619806 0.889602 -0.2 -3.3 -1.1
H 5.649841 -0.674590 1.134533 0.0 -0.6 0.6
H 1.135430 4.155733 3.680961 0.3 -0.1 -0.3
O -2.357992 0.383440 -5.452887 -0.6 0.3 -0.2
H -1.719563 -3.383238 4.698053 0.4 0.1 0.1
H -2.420727 -0.623078 3.910930 0.4 -0.2 -0.2
H -0.265489 -2.992029 3.637965 0.1 -0.5 0.3
O 3.620153 1.337356 -4.672599 0.2 -0.4 0.3
O -0.029446 -4.519544 -1.171045 0.3 0.7 1.0
O 1.756286 3.375562 -4.030900 -0.1 0.1 0.4
H 2.310353 2.608755 -4.237218 0.1 0.3 -0.1
H 0.238555 2.108429 -4.432792 -0.8 0.2 0.1
C -2.574821 -4.632637 2.313587 0.8 0.3 0.0
H -1.305097 -0.284759 -3.848336 -0.1 -0.2 0.3
S 0.732294 -1.019882 0.431384 1.4 -0.1 1.0
C 6.715708 -0.590876 1.340198 -0.1 0.9 -0.8
H 0.566494 2.231174 -2.712868 0.2 0.1 0.0
C 0.705448 -5.607378 -0.866810 -0.1 0.3 -0.6
H -2.678407 -4.325150 -3.164730 0.2 -0.2 -0.5
H -1.056448 4.899779 4.356877 0.1 -0.1 0.0
O 0.368382 6.277545 -1.222037 0.1 0.0 0.0
C -1.671166 -4.062116 -2.843940 0.0 0.4 1.8
O -3.037627 -5.617955 1.831850 -0.2 -0.1 -0.1
O -3.010061 -3.379647 2.106330 -0.1 -0.8 0.2
H 6.949396 0.313876 0.758780 0.4 -0.1 0.0
H -1.833891 -0.149768 -6.053012 0.1 -0.1 0.1
O -0.302999 -1.694496 -0.288694 -0.3 0.8 -0.5
H 3.973277 0.956328 -5.478297 -0.3 0.1 -0.2
H -3.509157 6.243674 0.312021 0.3 0.2 -0.1
H -3.805914 -1.257814 -1.472185 0.1 0.4 0.1
C 4.637189 1.170731 -3.683516 0.9 0.5 -0.5
H 0.849424 0.381872 4.123502 0.1 -0.1 0.0
F 2.285554 -1.906886 -1.523968 0.2 0.0 0.0
H -0.102182 6.093437 4.311595 0.0 0.0 -0.1
H -6.514496 -0.692742 -0.735400 0.1 -0.2 0.2
H -4.935580 -2.370770 -0.709495 0.0 -0.1 -0.4
C -2.349899 -0.229751 -4.176359 1.1 -0.3 0.2
H 7.907547 -0.170571 2.794445 0.0 0.0 0.0
H 2.048291 4.405926 2.479657 0.0 -0.2 -0.1
```
Positions in Å, forces in eV/Å.

Results
Highest occupied orbital energy in eV: -7.3
Orbital gap in eV: 9.18
Spin multiplicity: 1
Charge: -1

***

no.,DFT total energy (eV)
1,-23928.9583
2,-144878.3709
3,-11616.8734
4,-77527.1071
5,-37214.1859
6,-101879.6137